A structure of composition C25H34N4O4STi. Source: the OMol25 dataset; level of theory: ωB97M-V/def2-TZVPD.

Values from the calculation:
Charge   +1
Energy relative to the best compared isomer or geometry (same formula, charge and spin)   0.7070 eV
Max |F|   0.85 eV/Å
HOMO level (alpha / beta)   -11.30 / -11.38 eV
Energy   -2740.6272 Eh
Spin multiplicity   2
Expectation value of S²   0.754

Geometry (Å):
Ti: 1.30577 0.02334 -1.61939
S: 1.26363 2.68800 0.75629
O: 4.89401 1.89157 -1.95725
O: -3.12156 0.89333 -0.01587
O: 2.88466 -0.51169 1.92586
O: 1.54675 -0.57237 0.11219
N: -1.11437 1.55645 0.69801
N: 0.16310 1.26114 2.66772
N: 3.21433 0.38218 -1.48464
N: 1.46379 2.04925 -2.54152
C: -1.25738 -2.18255 3.54777
C: 1.01677 -3.51183 -1.50235
C: -3.13307 1.89421 2.13367
C: -0.89468 1.09675 -4.58534
C: -0.52149 -1.48311 -1.80975
C: 2.76138 -0.39806 0.74824
C: -0.60262 0.20963 3.35344
C: 1.31431 -1.74649 -3.31487
C: -4.42137 2.83022 4.38908
C: 0.84244 -0.66912 -4.07839
C: -0.55802 -1.14916 2.67413
C: 0.59589 -2.23385 -2.21204
C: 0.31096 -3.73069 -0.17020
C: -0.95256 -0.35565 -2.52549
C: 2.82254 2.10228 -3.13594
C: -3.28766 3.48287 3.92345
C: 2.53340 -3.61947 -1.34722
C: -2.63512 3.01310 2.79443
C: -0.32407 0.01256 -3.72327
C: 3.78469 1.45608 -2.14472
C: 3.86003 -0.08681 -0.26585
C: 0.03182 1.76693 1.44822
C: -4.92483 1.72226 3.71772
C: -2.49265 1.37733 0.90342
C: -4.28955 1.25933 2.57811
H: -2.91503 4.35810 4.43692
H: -2.30240 -1.91756 3.71960
H: -0.77469 -2.26581 4.52173
H: 4.53612 0.66982 0.13672
H: -4.67365 0.41045 2.02947
H: -1.45196 1.82613 -3.99805
H: 0.77117 2.41153 -3.18910
H: -1.24213 -3.17062 3.08773
H: 0.53928 -2.93141 0.53493
H: 1.43350 2.66268 -1.71890
H: -1.07253 -1.76866 -0.92450
H: -1.75587 3.52716 2.42847
H: -0.15972 0.13982 4.34702
H: 0.69430 -4.30841 -2.18573
H: 0.47945 -1.41942 2.48532
H: 2.77827 -4.51286 -0.77467
H: -1.04815 -1.09312 1.69746
H: 1.07530 1.46433 3.05319
H: 0.64903 -4.67164 0.26194
H: -0.94493 1.73835 -0.28083
H: -1.62604 0.54086 3.50590
H: 1.37850 -0.38965 -4.97716
H: 3.05593 -3.69826 -2.29980
H: 3.15448 3.11971 -3.33588
H: -1.59377 0.65293 -5.29661
H: 2.93806 -2.76211 -0.80697
H: -5.81549 1.22727 4.07891
H: -0.12618 1.60716 -5.16646
H: -1.84476 0.16275 -2.18851
H: 4.44397 -1.00044 -0.41601
H: -0.77227 -3.80278 -0.27537
H: -4.92295 3.19315 5.27564
H: 2.82237 1.53959 -4.07210
H: 2.21356 -2.25702 -3.63195

Cartesian forces, eV/Å:
Ti 0.00 0.61 -0.44
S 0.05 -0.07 -0.14
O 0.08 -0.02 -0.02
O 0.13 -0.03 0.08
O 0.09 -0.05 0.12
O 0.67 0.04 0.52
N 0.30 -0.03 -0.22
N 0.07 -0.04 -0.26
N 0.04 0.32 0.00
N 0.14 0.07 0.18
C -0.04 -0.07 -0.04
C -0.06 0.04 -0.18
C 0.16 -0.13 -0.06
C 0.05 0.03 0.01
C -0.22 -0.21 -0.03
C -0.60 -0.02 -0.53
C 0.03 0.22 0.01
C -0.13 -0.23 -0.19
C 0.00 0.00 0.00
C 0.01 -0.12 0.08
C -0.09 -0.02 -0.04
C -0.10 -0.14 0.14
C -0.06 -0.02 0.06
C -0.31 -0.25 -0.17
C -0.04 0.03 0.06
C -0.01 -0.03 -0.03
C 0.10 0.00 0.04
C 0.01 -0.02 0.10
C -0.04 0.01 0.11
C -0.03 -0.22 0.28
C 0.12 0.04 0.02
C -0.32 0.14 0.32
C 0.02 0.00 -0.04
C -0.27 -0.03 0.00
C -0.03 0.05 0.11
H 0.01 0.01 0.01
H -0.01 0.03 -0.01
H 0.04 0.00 0.02
H -0.02 -0.05 -0.01
H 0.01 -0.02 -0.01
H -0.01 0.00 0.00
H 0.04 -0.04 0.00
H 0.02 0.01 -0.02
H 0.04 0.05 0.03
H -0.03 -0.06 -0.06
H 0.04 0.04 0.03
H 0.03 -0.01 -0.03
H 0.03 -0.03 -0.02
H 0.03 -0.01 0.03
H 0.07 -0.03 0.05
H 0.00 -0.01 -0.02
H -0.02 0.03 -0.03
H -0.04 -0.03 0.03
H 0.01 0.01 0.01
H 0.05 0.03 0.03
H -0.10 0.01 -0.02
H 0.05 0.07 0.07
H -0.01 0.00 -0.02
H 0.01 -0.03 0.00
H -0.01 0.01 0.00
H -0.05 -0.01 0.02
H -0.01 0.00 0.01
H 0.01 -0.01 -0.01
H 0.05 0.04 0.05
H 0.02 0.03 0.00
H -0.01 0.00 -0.04
H -0.01 0.01 0.02
H 0.03 0.04 0.00
H 0.02 0.07 0.03

How is the electron density shared among the atoms? According to natural (NBO), the charges in e are: Ti 1.619; S -0.230; O -0.554; O -0.576; O -0.545; O -0.854; N -0.670; N -0.548; N -0.802; N -0.893; C -0.607; C -0.252; C -0.211; C -0.656; C -0.292; C 0.815; C -0.227; C -0.245; C -0.168; C -0.248; C -0.415; C 0.010; C -0.609; C -0.249; C -0.308; C -0.225; C -0.594; C -0.122; C 0.020; C 0.658; C -0.347; C 0.347; C -0.208; C 0.697; C -0.152; H 0.229; H 0.208; H 0.214; H 0.265; H 0.235; H 0.237; H 0.395; H 0.219; H 0.227; H 0.430; H 0.274; H 0.217; H 0.223; H 0.237; H 0.231; H 0.238; H 0.189; H 0.435; H 0.235; H 0.416; H 0.216; H 0.255; H 0.212; H 0.239; H 0.267; H 0.210; H 0.229; H 0.230; H 0.274; H 0.234; H 0.212; H 0.228; H 0.216; H 0.265

***

A structure of composition C25H35AsCuN3OSi. Source: the OMol25 dataset; level of theory: ωB97M-V/def2-TZVPD.

Values from the calculation:
Charge   -2
Max |F|   0.82 eV/Å
HOMO level   -0.75 eV
Energy   -5378.8288 Eh

Geometry (Å):
As: -5.64933 -15.79249 -1.47043
Cu: -5.33843 -15.28157 2.08817
Si: -6.96418 -17.75881 3.19761
O: -4.28403 -14.20261 3.90958
N: -5.78921 -16.47479 3.52772
N: -7.43371 -17.35783 0.05504
N: -4.36526 -14.05169 0.98344
C: -6.20056 -16.98558 -2.91340
C: -4.59334 -12.74212 0.72806
C: -2.36146 -11.09538 3.47932
C: -7.23613 -14.62829 -1.60680
C: -4.93080 -16.42966 4.54232
C: -1.43904 -11.37153 2.54768
C: -1.41963 -12.72078 1.86986
C: -3.30674 -13.34758 3.50367
C: -2.39136 -15.48087 0.51227
C: -5.98181 -12.24154 0.91942
C: -7.69860 -18.96646 4.52293
C: -5.75648 -19.13112 2.56617
C: -2.93229 -14.17016 1.06779
C: -4.79889 -17.41148 5.56940
C: -4.06434 -15.30000 4.74762
C: -3.13864 -15.20050 5.76050
C: -8.54329 -16.66043 3.41240
C: -3.32932 -12.08547 3.93916
C: -7.31803 -17.47227 1.20216
C: -3.49953 -11.97556 0.44857
C: -3.87642 -17.31555 6.59121
C: -3.01285 -16.22114 6.70758
C: -2.31296 -13.85273 2.48684
C: -2.26990 -12.83644 0.54277
C: -4.51420 -14.64554 -2.60045
H: -5.07770 -18.77670 1.78414
H: -4.15622 -13.77594 -2.01792
H: -8.01459 -14.96552 -0.92622
H: -8.07433 -18.45088 5.41572
H: -5.10117 -19.47058 3.38478
H: -5.05242 -14.24789 -3.47599
H: -9.47079 -17.14654 3.09693
H: -7.10620 -19.83542 4.85559
H: -6.15892 -11.35429 0.32395
H: -7.61339 -14.65512 -2.63317
H: -3.64872 -15.20512 -2.98233
H: -8.44588 -15.73342 2.83685
H: -2.41823 -10.09031 3.87904
H: -5.38854 -17.67717 -3.15142
H: -6.11953 -11.97757 1.97564
H: -6.71017 -13.01272 0.68329
H: -5.46641 -18.27145 5.51322
H: -8.56986 -19.36869 3.97662
H: -4.08782 -11.78992 4.65100
H: -6.44265 -16.41437 -3.81503
H: -2.53420 -14.29607 5.82374
H: -0.38649 -13.05729 1.71162
H: -3.82377 -18.09382 7.33757
H: -1.67470 -12.88933 -0.39372
H: -1.29594 -15.49354 0.57188
H: -1.78635 -14.71056 2.91472
H: -8.64932 -16.37031 4.47253
H: -2.68570 -15.59059 -0.52770
H: -7.06942 -17.54155 -2.58177
H: -3.51136 -10.90339 0.29859
H: -0.74749 -10.60733 2.19644
H: -6.98164 -13.58935 -1.36178
H: -6.28406 -20.01308 2.17902
H: -2.81166 -16.32416 1.07129
H: -2.27971 -16.13557 7.49733

Cartesian forces, eV/Å:
As 0.19 0.17 0.36
Cu -0.20 -0.14 -0.15
Si 0.27 0.43 -0.34
O -0.34 -0.04 0.11
N -0.18 -0.17 -0.11
N -0.41 -0.19 0.09
N -0.04 0.10 -0.26
C 0.09 -0.05 -0.55
C 0.04 -0.01 0.37
C 0.38 0.03 -0.49
C 0.01 0.36 0.00
C 0.22 0.29 0.46
C -0.30 -0.45 0.02
C -0.35 0.02 -0.25
C 0.42 -0.09 -0.08
C -0.06 0.27 0.14
C -0.08 0.15 0.22
C -0.10 -0.47 0.47
C 0.60 -0.35 0.06
C 0.70 -0.16 0.19
C -0.24 -0.21 -0.23
C 0.40 0.20 0.04
C -0.07 -0.05 0.01
C -0.20 0.56 0.37
C 0.06 0.08 0.06
C 0.04 -0.13 -0.38
C 0.05 0.08 -0.10
C 0.40 0.47 0.18
C -0.20 -0.14 -0.23
C -0.19 0.23 0.38
C 0.03 -0.02 -0.13
C 0.24 0.65 -0.44
H -0.16 0.11 -0.15
H -0.07 -0.43 -0.10
H 0.05 -0.12 0.03
H -0.07 -0.05 -0.14
H -0.19 -0.02 0.03
H 0.01 -0.13 0.15
H -0.10 -0.13 -0.03
H 0.00 0.25 -0.19
H -0.15 0.25 -0.19
H 0.00 -0.01 0.00
H -0.11 0.07 0.19
H 0.03 -0.05 -0.05
H -0.02 0.04 0.15
H -0.05 -0.04 0.04
H 0.02 -0.07 -0.10
H -0.07 -0.04 -0.04
H 0.21 0.17 0.07
H 0.03 0.01 0.22
H -0.05 -0.05 0.06
H -0.04 -0.03 -0.02
H -0.09 -0.12 -0.01
H -0.12 -0.01 -0.01
H -0.04 -0.25 0.10
H -0.06 -0.01 0.31
H -0.07 -0.09 0.06
H 0.07 0.00 0.05
H -0.05 -0.06 -0.18
H -0.04 -0.01 -0.16
H -0.09 -0.13 0.08
H -0.02 -0.07 -0.08
H -0.07 -0.07 0.08
H 0.07 -0.27 -0.06
H -0.03 0.01 0.00
H 0.11 0.04 -0.02
H 0.01 -0.10 0.10

How is the electron density shared among the atoms? According to natural (NBO), the charges in e are: As 1.016; Cu 0.771; Si 1.744; O -0.578; N -1.183; N -0.590; N -0.810; C -0.986; C 0.249; C -0.222; C -0.965; C 0.153; C -0.178; C -0.248; C 0.513; C -0.607; C -0.652; C -1.142; C -1.121; C 0.178; C -0.272; C 0.272; C -0.295; C -1.115; C -0.368; C -0.003; C -0.483; C -0.237; C -0.340; C -0.351; C -0.228; C -1.007; H 0.214; H 0.241; H 0.241; H 0.209; H 0.195; H 0.187; H 0.189; H 0.196; H 0.195; H 0.188; H 0.202; H 0.213; H 0.186; H 0.203; H 0.220; H 0.224; H 0.204; H 0.209; H 0.207; H 0.182; H 0.205; H 0.191; H 0.181; H 0.171; H 0.181; H 0.220; H 0.191; H 0.211; H 0.242; H 0.193; H 0.182; H 0.214; H 0.193; H 0.224; H 0.182

***

A structure of composition C25H35AsF6N7OPSZr. Source: the OMol25 dataset; level of theory: ωB97M-V/def2-TZVPD.

Values from the calculation:
Charge   +3
Energy relative to the best compared isomer or geometry (same formula, charge and spin)   0.0000 eV
Max |F|   0.67 eV/Å
HOMO level (alpha / beta)   -17.22 / -17.47 eV
Energy   -5053.0028 Eh
Spin multiplicity   2
Expectation value of S²   0.782

Geometry (Å):
Zr: -0.38435 1.56122 0.59595
As: -1.84830 4.26562 0.18364
S: -0.87737 1.41596 3.26502
P: 2.37346 0.75280 -0.08136
F: -2.37684 2.82326 1.13504
F: -1.29672 2.82141 -0.91513
F: -2.14620 5.32160 1.43266
F: -0.23069 3.70479 0.97401
F: -3.29840 4.34798 -0.63649
F: -0.95227 5.27729 -0.81086
O: 1.56132 1.30786 1.13319
N: 2.16366 -0.86396 0.01538
N: -1.94975 0.01964 0.09432
N: -3.06903 -0.02713 3.00775
N: -1.31593 -0.26828 1.32330
N: 1.35270 1.38798 -1.29939
N: 3.91599 1.16319 -0.18255
N: -3.60148 -1.06875 2.56509
C: -7.24596 -2.61949 3.65581
C: -1.58578 -2.28982 -0.62682
C: -6.81847 -1.42950 4.25667
C: 0.77551 2.94314 -3.03658
C: 2.10687 -3.03697 1.04463
C: 4.80809 0.62209 0.90700
C: -2.07740 -2.76016 -2.94009
C: 2.30449 -3.15333 -0.47070
C: -2.44235 -1.42736 -3.17542
C: -4.83273 -1.55536 2.95030
C: 1.95253 -1.53477 1.34071
C: 1.23405 0.57798 -2.57100
C: -5.25185 -2.75428 2.34431
C: -1.95541 -0.93648 -0.85429
C: 4.66474 2.16111 -1.01030
C: -1.64602 -3.17846 -1.66814
C: 6.11507 1.89542 -0.63105
C: -5.60748 -0.88064 3.91157
C: -1.80252 0.30632 2.47498
C: -6.46974 -3.28154 2.70244
C: -2.38196 -0.51745 -2.15321
C: 0.90287 1.56656 -3.69839
C: 1.58108 2.82286 -1.75288
C: 2.89030 -1.80922 -0.87051
C: 6.02534 1.53721 0.84671
H: 6.74277 2.76150 -0.82744
H: -7.44039 -0.94545 4.99643
H: -2.67669 0.51662 -2.28587
H: -1.35921 -4.21138 -1.52015
H: 4.30290 0.66581 1.87267
H: 2.63433 2.96517 -1.96650
H: -3.08577 -1.64351 1.87908
H: -1.22550 -2.58966 0.34953
H: -0.26179 3.18136 -2.82925
H: 2.95913 -3.97636 -0.74779
H: 2.72220 -1.57622 -1.91823
H: 1.70827 1.55843 -4.43040
H: 1.29867 3.52621 -0.96876
H: 6.50581 1.05641 -1.20913
H: 5.85114 2.43070 1.44786
H: 0.48978 -0.20414 -2.42329
H: -0.00598 1.28803 -4.22775
H: 2.96461 -3.43730 1.58174
H: -2.12721 -3.48087 -3.74577
H: -6.82247 -4.19997 2.25559
H: 4.37038 3.17436 -0.73462
H: 4.47839 1.99338 -2.06950
H: 2.69794 -1.20124 2.06304
H: 1.17092 3.74251 -3.65973
H: 3.96540 -1.77451 -0.67994
H: 2.19005 0.09844 -2.77669
H: -8.20305 -3.03823 3.93995
H: -4.62572 -3.24985 1.61028
H: 6.91531 1.04248 1.22830
H: 1.23758 -3.59826 1.38349
H: -2.78006 -1.12698 -4.15788
H: 5.07249 -0.41114 0.68247
H: 1.35090 -3.30159 -0.98223
H: -5.24863 0.03344 4.36362
H: 0.97050 -1.27854 1.73160

Cartesian forces, eV/Å:
Zr 0.21 0.18 0.61
As 0.10 -0.10 0.03
S 0.10 -0.08 -0.21
P -0.08 -0.07 0.07
F 0.07 0.12 -0.21
F -0.08 -0.06 -0.10
F 0.02 -0.05 0.06
F -0.04 0.01 0.00
F 0.00 -0.06 0.00
F -0.04 -0.10 0.07
O -0.17 0.03 -0.04
N 0.06 0.13 -0.06
N 0.18 0.04 -0.11
N -0.01 0.20 0.08
N 0.37 0.35 -0.19
N -0.15 -0.08 -0.04
N -0.19 -0.01 -0.07
N 0.02 -0.16 -0.08
C -0.04 -0.01 0.01
C -0.02 -0.03 -0.02
C 0.07 0.06 0.01
C -0.03 0.00 0.02
C -0.02 -0.02 0.01
C 0.00 0.01 0.03
C -0.01 0.02 -0.01
C -0.02 -0.01 -0.02
C 0.01 -0.04 0.01
C 0.18 0.10 -0.03
C -0.01 0.01 0.02
C 0.07 -0.02 -0.01
C -0.07 -0.08 -0.01
C -0.06 0.06 0.00
C 0.00 -0.01 0.00
C 0.00 -0.02 0.03
C 0.02 -0.01 -0.01
C -0.10 0.01 0.06
C -0.40 -0.31 0.04
C 0.07 0.01 -0.04
C 0.00 -0.01 0.08
C 0.01 0.02 -0.02
C 0.00 -0.05 0.03
C 0.01 -0.03 0.01
C -0.01 0.01 0.01
H -0.01 0.01 0.01
H 0.00 0.00 0.00
H 0.00 -0.01 -0.02
H 0.00 0.00 0.01
H 0.00 -0.02 0.00
H 0.02 0.02 -0.01
H -0.02 0.04 0.00
H 0.00 -0.01 0.00
H -0.01 0.01 0.00
H 0.00 -0.01 0.00
H 0.02 -0.03 0.03
H 0.00 0.02 0.00
H -0.01 -0.01 -0.02
H 0.00 0.00 0.01
H 0.00 0.00 -0.01
H -0.01 0.02 -0.02
H -0.01 -0.01 0.03
H 0.03 0.02 -0.03
H -0.01 0.00 -0.01
H 0.00 0.00 0.00
H 0.02 0.01 0.00
H -0.01 0.00 0.00
H -0.01 0.00 0.01
H 0.02 -0.01 0.00
H 0.02 0.02 0.03
H -0.03 0.01 0.00
H 0.00 0.00 0.00
H 0.00 0.00 0.00
H 0.00 -0.01 -0.01
H 0.00 -0.01 0.01
H 0.00 0.01 0.00
H 0.00 -0.02 -0.02
H 0.01 0.03 0.02
H 0.00 0.00 -0.01
H -0.01 0.00 -0.03

How is the electron density shared among the atoms? According to Löwdin, the charges in e are: Zr 1.781; As 0.885; S 0.922; P 0.616; F -0.316; F -0.372; F -0.108; F -0.358; F -0.119; F -0.129; O -0.441; N -0.176; N -0.066; N 0.142; N -0.201; N -0.233; N -0.159; N 0.117; C 0.033; C -0.012; C -0.001; C -0.141; C -0.133; C -0.148; C 0.018; C -0.142; C -0.022; C -0.185; C -0.154; C -0.154; C 0.030; C -0.286; C -0.157; C -0.031; C -0.144; C 0.048; C -0.838; C -0.012; C 0.012; C -0.121; C -0.161; C -0.164; C -0.141; H 0.132; H 0.136; H 0.129; H 0.129; H 0.119; H 0.093; H 0.168; H 0.108; H 0.093; H 0.129; H 0.101; H 0.125; H 0.107; H 0.128; H 0.128; H 0.102; H 0.117; H 0.123; H 0.134; H 0.133; H 0.126; H 0.119; H 0.114; H 0.136; H 0.121; H 0.104; H 0.139; H 0.128; H 0.132; H 0.110; H 0.132; H 0.115; H 0.097; H 0.133; H 0.078